40
Properties=species:S:1:pos:R:3 method="wB97M-V/def2-TZVPD" homo_ev="-8.0 / -8.1" orbital_gap_ev="8.33 / 8.42" spin_multiplicity=2
Co 0.08792 0.28270 -0.25781
B 1.60609 -2.72752 -1.06638
N 0.08288 -2.55069 -1.31397
C -0.72411 -3.50634 -1.79656
C -2.03978 -3.10776 -1.62146
C -1.93648 -1.86039 -1.00509
N -0.65358 -1.53929 -0.81958
N 2.37171 -1.37893 -1.24609
C 3.65620 -1.29225 -1.61998
C 4.07702 0.01964 -1.46612
C 2.95050 0.68322 -0.98154
N 1.93296 -0.17254 -0.84979
H 1.78997 -3.14768 0.05888
H 2.02460 -3.49020 -1.90297
H -0.30690 -4.40328 -2.22694
H -2.93273 -3.63808 -1.90818
H -2.71124 -1.17304 -0.70133
H 4.18013 -2.16894 -1.96866
H 5.04816 0.43050 -1.68521
H 2.81316 1.72409 -0.73095
C -2.75948 4.15571 -0.23160
As -1.75300 2.84494 0.75395
C -3.02051 1.93365 1.87256
C -0.50770 3.84805 1.82128
O -1.04576 1.86782 -0.39397
H -3.25662 4.84739 0.44818
H -3.49906 3.64127 -0.84145
H -2.07911 4.70146 -0.88141
H -3.50192 2.65027 2.53813
H -2.47618 1.18783 2.44162
H -3.77037 1.46380 1.24127
H -1.04350 4.61895 2.37466
H 0.21713 4.31547 1.15899
H -0.01253 3.15967 2.49796
C 1.47087 -0.76152 2.05092
C 0.42432 0.20366 1.53455
O -0.19972 0.89602 2.32194
H 1.33208 -0.92365 3.11918
H 2.46048 -0.33536 1.86909
H 1.42532 -1.70506 1.50366